Density functional theory data (ωB97M-V with the def2-TZVPD basis set) for C54H54AuF15GeP3SSi as an isolated structure.

Kohn-Sham gap: 7.2 eV
E_HOMO: -10.5 eV
Net charge: +1
Maximum force: 0.4 eV Å⁻¹

Each line ends with the Löwdin charge.
Geometry (Å):
Au  0.035  -0.662  -0.560  0.408
C  2.700  2.818  -3.189  -0.095
C  2.447  1.722  -2.145  -0.498
C  2.453  2.361  -0.754  -0.130
P  0.972  0.641  -2.438  1.017
C  -0.394  1.588  -3.240  -0.524
C  -0.186  1.961  -4.705  -0.081
C  -0.759  2.790  -2.377  -0.115
C  1.489  -0.569  -3.708  -0.381
C  2.483  -0.337  -4.655  -0.073
C  2.805  -1.313  -5.586  -0.050
C  2.136  -2.527  -5.585  -0.052
C  1.160  -2.773  -4.632  -0.079
C  0.831  -1.805  -3.684  -0.289
Si  -0.381  -2.181  -2.310  0.574
C  -0.043  -3.904  -1.668  -0.275
C  -0.507  -5.025  -2.362  -0.081
C  -0.096  -6.297  -2.003  -0.054
C  0.794  -6.464  -0.948  -0.050
C  1.242  -5.364  -0.236  -0.073
C  0.812  -4.082  -0.579  -0.377
P  1.315  -2.595  0.360  1.005
C  1.238  -3.211  2.110  -0.514
C  -0.168  -3.648  2.506  -0.094
C  1.830  -2.296  3.182  -0.112
C  3.127  -2.441  0.051  -0.519
C  3.485  -2.712  -1.408  -0.089
C  3.638  -1.069  0.479  -0.118
C  -2.148  -2.019  -2.873  -0.286
C  -2.538  -2.519  -4.119  -0.081
C  -3.873  -2.524  -4.486  -0.053
C  -4.833  -2.037  -3.608  -0.047
C  -4.457  -1.529  -2.377  -0.097
C  -3.113  -1.510  -2.003  -0.367
P  -2.516  -0.815  -0.421  1.038
C  -3.561  0.689  -0.143  -0.488
C  -2.883  1.652  0.831  -0.131
C  -3.886  1.424  -1.449  -0.087
C  -3.015  -2.047  0.867  -0.524
C  -2.935  -1.416  2.258  -0.134
C  -4.378  -2.700  0.654  -0.096
H  3.675  3.264  -2.983  0.093
H  1.962  3.615  -3.100  0.071
H  2.700  2.481  -4.222  0.055
H  3.263  0.991  -2.192  0.104
H  1.757  3.202  -0.710  0.066
H  3.453  2.746  -0.545  0.094
H  2.179  1.659  0.030  -0.015
H  -1.222  0.869  -3.194  0.079
H  0.577  2.730  -4.828  0.069
H  -1.120  2.362  -5.102  0.090
H  0.091  1.099  -5.312  0.074
H  0.018  3.554  -2.409  0.071
H  -0.906  2.508  -1.335  0.043
H  -1.680  3.249  -2.741  0.092
H  3.034  0.591  -4.671  0.093
H  3.589  -1.125  -6.308  0.115
H  2.392  -3.291  -6.309  0.114
H  0.685  -3.748  -4.608  0.102
H  -1.204  -4.908  -3.185  0.102
H  -0.463  -7.159  -2.543  0.114
H  1.126  -7.456  -0.672  0.114
H  1.919  -5.518  0.594  0.109
H  1.883  -4.095  2.047  0.093
H  -0.792  -2.775  2.693  0.053
H  -0.112  -4.212  3.439  0.093
H  -0.656  -4.279  1.763  0.071
H  1.331  -1.328  3.203  0.006
H  2.898  -2.128  3.042  0.072
H  1.699  -2.781  4.151  0.088
H  3.586  -3.214  0.678  0.119
H  3.008  -1.984  -2.066  0.056
H  3.200  -3.710  -1.740  0.077
H  4.565  -2.607  -1.534  0.092
H  3.248  -0.298  -0.188  0.045
H  4.728  -1.050  0.418  0.097
H  3.342  -0.790  1.487  0.038
H  -1.796  -2.890  -4.817  0.102
H  -4.168  -2.904  -5.456  0.114
H  -5.878  -2.041  -3.891  0.116
H  -5.218  -1.145  -1.709  0.108
H  -4.488  0.314  0.304  0.111
H  -1.973  2.048  0.380  0.035
H  -2.592  1.196  1.774  0.035
H  -3.558  2.485  1.040  0.094
H  -4.119  2.466  -1.225  0.090
H  -4.734  0.998  -1.979  0.069
H  -3.038  1.421  -2.136  0.052
H  -2.243  -2.822  0.778  0.081
H  -3.751  -0.705  2.404  0.085
H  -1.993  -0.889  2.433  0.018
H  -3.054  -2.191  3.019  0.091
H  -5.186  -1.966  0.671  0.079
H  -4.564  -3.396  1.475  0.089
H  -4.437  -3.262  -0.277  0.072
F  1.116  5.268  3.569  0.103
C  2.223  4.667  3.105  -0.208
C  2.195  3.327  2.745  -0.126
C  3.407  2.780  2.367  -0.248
F  3.499  1.474  2.075  0.062
C  4.572  3.519  2.281  -0.140
F  5.708  2.948  1.883  0.130
C  4.553  4.861  2.619  -0.126
F  5.660  5.582  2.546  0.152
C  3.369  5.441  3.045  -0.135
F  3.344  6.721  3.398  0.141
Ge  0.507  2.313  2.819  0.728
S  0.387  0.509  1.637  0.267
C  -0.906  3.640  2.464  -0.147
C  -1.909  4.012  3.343  -0.210
F  -1.951  3.516  4.584  0.111
C  -2.905  4.911  2.996  -0.135
F  -3.860  5.230  3.861  0.142
C  -2.895  5.489  1.735  -0.132
F  -3.842  6.346  1.386  0.151
C  -1.883  5.171  0.846  -0.140
F  -1.852  5.723  -0.368  0.128
C  -0.914  4.269  1.238  -0.247
F  0.077  3.996  0.363  0.056
C  0.297  1.548  4.616  -0.143
C  1.313  1.444  5.550  -0.204
F  2.513  1.992  5.322  0.105
C  1.157  0.767  6.750  -0.137
F  2.160  0.692  7.619  0.137
C  -0.052  0.156  7.035  -0.128
F  -0.215  -0.500  8.172  0.151
C  -1.090  0.230  6.119  -0.134
F  -2.254  -0.361  6.381  0.132
C  -0.894  0.918  4.939  -0.243
F  -1.922  0.961  4.073  0.064